1.
Density functional theory data (ωB97M-V/def2-TZVPD) for a structure of composition C19H43OP3SSc in a non-equilibrium geometry.

Each line ends with the Löwdin charge.
Cartesian coordinates (Å):
Sc -0.3004 -0.5981 -1.3324  0.592
P 0.5212 -2.8821 -2.2521  0.780
P 2.2250 -0.2285 -0.2307  0.736
P -2.9161 -0.0139 -1.3807  0.775
H 2.1028 3.9754 -1.4630  0.051
C 1.0395 4.2187 -1.3853  -0.068
C 0.3473 4.2384 -0.2341  -0.080
H 0.8057 4.0772 0.7488  0.052
C 1.6132 -2.7299 -3.7429  -0.223
C 1.2858 -4.2306 -1.2367  -0.212
C -1.0582 -3.4705 -2.9406  -0.238
C 2.6968 1.2815 0.7052  -0.238
C 2.6663 -1.4282 1.1046  -0.244
C 3.7595 -0.3692 -1.2359  -0.247
C -3.4810 1.6044 -0.6963  -0.221
C -3.8572 -1.2797 -0.4421  -0.232
C -3.6621 0.0380 -3.0549  -0.228
H 0.5110 4.3221 -2.3488  0.054
H -0.7023 4.5428 -0.2186  0.051
H 1.0262 -2.5721 -4.6647  0.065
H 2.2662 -3.6124 -3.9047  0.090
H 2.2808 -1.8585 -3.6029  0.036
H 1.1541 -5.2416 -1.6642  0.085
H 0.8036 -4.2076 -0.2434  0.042
H 2.3677 -4.0507 -1.0880  0.065
H -0.9591 -4.4413 -3.4388  0.084
H -1.4633 -2.7536 -3.6741  0.061
H -1.8122 -3.5697 -2.1483  0.047
H 3.7894 1.2791 0.8570  0.079
H 2.2035 1.2850 1.6861  0.054
H 2.4064 2.1855 0.1565  0.021
H 3.7484 -1.3522 1.2973  0.079
H 2.4243 -2.4519 0.7971  0.029
H 2.1190 -1.1904 2.0259  0.042
H 4.6317 -0.2623 -0.5719  0.072
H 3.7665 0.4367 -1.9797  0.062
H 3.7878 -1.3431 -1.7416  0.040
H -4.4735 1.9216 -1.0679  0.082
H -2.7509 2.3721 -1.0054  0.048
H -3.5045 1.6113 0.4042  0.034
H -4.9253 -1.3021 -0.6929  0.081
H -3.7521 -1.1247 0.6402  0.038
H -3.4408 -2.2718 -0.6611  0.037
H -4.6766 0.4699 -3.0785  0.080
H -3.7021 -0.9615 -3.5066  0.059
H -3.0275 0.6637 -3.7093  0.025
C -0.1391 0.8736 -4.4646  -0.268
C 0.5779 0.3251 -5.5252  -0.010
C 0.2117 0.7035 -6.8163  -0.025
C -0.7700 1.6869 -6.9990  -0.031
C -1.3846 2.3127 -5.9055  -0.020
C -1.0548 1.9056 -4.5964  -0.031
O -0.0487 0.2327 -3.2094  -0.156
H 0.6431 -0.5100 -3.2398  0.051
H 1.3359 -0.4389 -5.3355  0.106
H 0.7079 0.2166 -7.6572  0.132
H -1.0573 1.9410 -8.0245  0.132
H -2.1181 3.1103 -6.0913  0.135
H -1.5490 2.3614 -3.7302  0.121
C -0.9289 -1.9417 1.7749  -0.298
S -0.5600 -0.2315 1.2470  0.712
C -1.7520 0.7247 2.2471  -0.293
H -0.8098 -2.6409 0.9319  0.030
H -1.9560 -2.0062 2.1599  0.066
H -0.2138 -2.2013 2.5671  0.067
H -2.7221 0.2231 2.3204  0.055
H -1.3284 0.8505 3.2546  0.078
H -1.8766 1.7188 1.8040  0.048

Cartesian forces, eV/Å:
-0.3 1.4 1.0
0.8 -1.6 -1.0
1.9 0.2 1.0
-1.6 0.5 0.0
-0.3 0.2 0.2
-0.8 -0.8 0.0
0.4 0.2 -0.3
0.0 0.2 -0.4
0.3 0.3 -0.1
-0.2 0.3 0.5
-0.5 -0.1 0.1
-0.6 0.5 -0.1
-0.5 -0.4 -0.2
-0.5 -0.1 -0.5
0.5 0.4 0.2
0.2 -0.3 0.1
0.3 0.0 -0.5
0.4 0.3 0.6
0.3 -0.2 -0.1
0.1 -0.1 0.5
-0.5 0.4 0.3
-0.1 -0.4 -0.2
-0.1 0.6 -0.1
0.2 -0.2 -0.3
-0.5 0.1 -0.2
0.1 0.1 0.1
0.3 -0.1 0.1
0.1 -0.1 -0.1
-0.5 -0.1 -0.1
0.1 0.1 -0.3
0.1 -0.1 0.2
-0.4 0.0 -0.1
0.2 0.1 0.2
0.2 -0.1 -0.2
-0.4 -0.1 -0.3
0.2 -0.2 0.0
0.2 0.2 0.0
0.4 -0.5 0.1
-0.3 -0.1 0.1
0.0 -0.1 -0.5
0.3 0.2 0.0
0.0 0.1 -0.3
-0.2 0.1 0.0
0.4 -0.2 0.3
0.0 0.2 0.1
-0.3 -0.3 0.3
-0.2 0.4 -1.3
-0.6 -0.1 0.2
0.2 0.3 0.3
0.0 -0.2 -0.1
0.4 -0.1 -0.1
-0.3 0.1 -0.4
1.5 -1.7 1.8
-0.4 1.4 -1.2
-0.2 0.2 -0.2
-0.2 0.3 0.1
0.1 0.0 0.5
0.4 -0.4 0.3
0.3 -0.2 -0.3
0.2 -0.2 0.2
-0.5 0.0 0.6
-0.1 0.4 0.2
0.0 0.2 0.3
0.3 0.1 -0.2
-0.3 -0.1 -0.3
0.3 0.0 -0.2
0.0 -0.2 -0.4
0.2 -0.3 0.1

The energy above the lowest of the compared OMol25 structures with the same formula, charge and spin is 0.0 kJ/mol. The HOMO-LUMO gap is 7.0 eV. For the total energy, the calculation gives -3007.00937 Ha. Its charge is +3. The value obtained for the HOMO energy is -0.63522 hartree. The calculation puts the LUMO energy at -10.31 eV.

***

2.
Density functional theory data (ωB97M-V/def2-TZVPD) for a structure of composition C19H43OP3SSc in a non-equilibrium geometry.

Each line ends with the Löwdin charge.
Cartesian coordinates (Å):
Sc -0.4754 -0.2067 -0.7160  0.528
P 1.4542 0.7850 0.8971  0.762
P -1.2847 2.1999 -1.5449  0.757
P 1.6620 -0.5067 -2.2030  0.765
H -2.1893 -2.3361 -0.5852  0.102
C -1.1039 -2.4543 -0.7561  -0.092
C -0.1425 -2.3761 0.2724  -0.091
H -0.4135 -2.4465 1.3341  0.083
C 1.1573 1.2062 2.6718  -0.245
C 2.2252 2.3976 0.4452  -0.231
C 3.0112 -0.1766 1.1903  -0.227
C -2.7584 1.9332 -2.6233  -0.238
C -1.8771 3.5983 -0.5119  -0.229
C -0.1607 3.2111 -2.5895  -0.238
C 2.7040 -2.0090 -1.9395  -0.210
C 3.0260 0.6735 -2.5627  -0.229
C 1.1050 -0.7666 -3.9153  -0.237
H -0.8588 -2.9696 -1.6969  0.104
H 0.8786 -2.7343 0.0773  0.078
H 0.9861 0.3050 3.2744  0.050
H 0.2973 1.8758 2.7713  0.052
H 2.0572 1.7180 3.0415  0.072
H 1.4606 3.1821 0.3929  0.045
H 2.7509 2.3445 -0.5143  0.031
H 2.9454 2.6538 1.2361  0.077
H 2.7553 -1.1443 1.6446  0.063
H 3.6356 0.4009 1.8931  0.080
H 3.5733 -0.3444 0.2616  0.022
H -3.1712 2.8780 -3.0093  0.087
H -3.5510 1.4422 -2.0436  0.061
H -2.4870 1.2575 -3.4521  0.034
H -2.0666 4.4701 -1.1604  0.081
H -1.1145 3.8835 0.2255  0.057
H -2.8018 3.3537 0.0284  0.038
H -0.6602 4.1365 -2.9340  0.082
H 0.1833 2.6489 -3.4739  0.051
H 0.7214 3.5049 -1.9932  0.047
H 3.2105 -2.2567 -2.8811  0.081
H 2.0908 -2.8596 -1.6263  0.042
H 3.4561 -1.8285 -1.1647  0.048
H 3.5668 0.3040 -3.4467  0.082
H 3.7327 0.7560 -1.7284  0.048
H 2.6197 1.6656 -2.7940  0.047
H 1.9659 -1.0932 -4.5123  0.081
H 0.6773 0.1517 -4.3376  0.067
H 0.3193 -1.5285 -3.9650  0.009
C -2.2300 -1.8575 -4.6797  -0.301
C -3.2459 -1.2736 -5.4644  -0.012
C -3.5244 -1.8201 -6.7325  -0.046
C -2.8197 -2.9320 -7.2024  -0.055
C -1.7454 -3.4123 -6.4616  -0.048
C -1.4817 -2.9208 -5.1787  -0.040
O -1.7517 -1.3688 -3.4647  -0.100
H -2.2015 -0.6050 -3.0039  0.074
H -3.8161 -0.4087 -5.1254  0.108
H -4.2721 -1.3632 -7.3813  0.123
H -3.0667 -3.3783 -8.1648  0.124
H -1.1074 -4.1970 -6.8781  0.124
H -0.6856 -3.3381 -4.5765  0.106
C -1.6188 -0.6627 3.0517  -0.308
S -2.0395 0.0252 1.4222  0.735
C -3.2450 1.2638 1.9564  -0.300
H -0.7138 -1.2772 3.0083  0.037
H -2.4744 -1.2740 3.3671  0.078
H -1.4701 0.1768 3.7459  0.068
H -4.0487 0.7222 2.4682  0.077
H -2.7538 1.9591 2.6479  0.072
H -3.6459 1.7966 1.0894  0.035

Cartesian forces, eV/Å:
0.5 2.4 0.6
1.7 0.8 1.4
-0.9 2.0 -1.0
1.8 -0.5 -1.5
0.5 0.2 0.2
1.6 -2.5 2.5
-2.1 -3.0 -1.8
-0.2 1.0 -0.4
-0.5 -0.3 -0.1
-0.3 0.1 -0.5
-0.3 -0.3 -0.3
0.1 -0.5 0.1
-0.1 -0.2 0.8
0.7 -0.4 -0.3
-0.4 -0.1 0.4
-0.2 0.5 0.4
-0.6 -0.3 -0.2
0.2 0.9 0.0
-0.3 0.5 -0.2
0.1 0.3 -0.1
0.1 -0.1 0.1
-0.3 -0.2 -0.1
0.2 -0.1 0.0
-0.1 0.1 0.2
-0.2 -0.1 -0.3
0.2 0.2 -0.1
-0.3 -0.2 -0.3
-0.1 0.1 0.4
0.3 -0.3 0.0
0.1 0.1 -0.1
-0.2 0.5 0.0
0.1 -0.5 0.1
-0.2 0.0 -0.2
0.3 0.1 -0.2
0.1 -0.6 0.2
-0.1 0.2 0.3
-0.3 -0.1 -0.3
-0.2 0.1 0.2
0.2 0.0 -0.2
-0.2 -0.1 -0.2
-0.2 0.0 0.3
-0.2 0.0 -0.2
0.2 -0.2 0.0
-0.2 0.2 0.1
0.2 -0.2 0.0
0.4 0.2 -0.1
-0.6 0.1 -1.7
0.4 -0.3 0.1
0.2 -0.2 0.4
0.2 0.5 0.1
-0.1 -0.4 0.3
-0.3 0.3 -0.4
-0.2 1.5 2.5
-0.3 -1.4 -1.9
0.2 -0.2 0.0
0.0 -0.1 0.4
0.1 0.2 0.2
-0.3 0.2 0.3
0.1 -0.1 -0.1
-0.2 -0.1 0.2
0.0 -0.1 0.1
-0.1 0.2 0.1
-0.3 0.2 0.0
0.3 0.2 0.0
0.0 -0.3 -0.2
0.2 0.2 -0.2
-0.2 -0.1 -0.2
0.1 -0.2 0.2

The energy above the lowest of the compared OMol25 structures with the same formula, charge and spin is 119.4 kJ/mol. The HOMO-LUMO gap is 3.9 eV. For the total energy, the calculation gives -3006.96390 Ha. Its charge is +3. The value obtained for the HOMO energy is -0.57844 hartree. The calculation puts the LUMO energy at -11.84 eV.

***

3.
Density functional theory data (ωB97M-V/def2-TZVPD) for a structure of composition C19H43P3S2Tm in a non-equilibrium geometry.

Each line ends with the Löwdin charge.
Cartesian coordinates (Å):
Tm -0.3861 -0.1632 0.4004  0.583
P -0.4997 -1.2741 -2.2222  0.708
P 1.6339 -2.0625 0.7164  0.722
P 1.7227 1.1479 -0.9655  0.685
H -3.6527 0.1520 1.5960  0.083
C -3.1578 0.9618 1.0135  -0.037
C -2.7274 0.9194 -0.3016  -0.172
H -3.1027 0.2135 -1.0678  0.070
C -1.7802 -2.5132 -2.6296  -0.256
C 0.8884 -2.2271 -2.9600  -0.235
C -0.8492 -0.0201 -3.5090  -0.236
C 2.1134 -2.0266 2.4873  -0.248
C 1.2705 -3.8608 0.6039  -0.253
C 3.2534 -2.1520 -0.1501  -0.239
C 1.2071 2.7334 -1.7219  -0.244
C 2.8094 0.6010 -2.3521  -0.236
C 3.0262 1.7682 0.1529  -0.253
H -3.0901 1.9056 1.5742  0.072
H -2.2721 1.8206 -0.7841  0.084
H -2.7851 -2.1004 -2.4888  0.036
H -1.6577 -3.4014 -1.9966  0.044
H -1.6581 -2.8010 -3.6847  0.077
H 1.0983 -3.1146 -2.3511  0.042
H 1.7971 -1.6242 -3.0436  0.018
H 0.5844 -2.5499 -3.9666  0.078
H -1.8082 0.4618 -3.2777  0.052
H -0.9239 -0.5225 -4.4855  0.078
H -0.0603 0.7415 -3.5419  0.022
H 2.9875 -2.6716 2.6629  0.079
H 1.2587 -2.3920 3.0759  0.059
H 2.3304 -0.9971 2.8035  0.047
H 2.2300 -4.3978 0.6114  0.074
H 0.7367 -4.1011 -0.3211  0.031
H 0.6738 -4.2016 1.4583  0.056
H 3.8024 -3.0286 0.2222  0.075
H 3.8584 -1.2529 0.0003  0.042
H 3.0949 -2.2776 -1.2290  0.033
H 2.0492 3.4257 -1.6540  0.065
H 0.3446 3.1861 -1.2242  0.035
H 0.9618 2.5632 -2.7743  0.051
H 3.5561 1.3989 -2.5048  0.086
H 2.2310 0.4754 -3.2700  0.044
H 3.3347 -0.3256 -2.1159  0.026
H 3.3668 2.7142 -0.2833  0.063
H 3.8538 1.0492 0.1960  0.054
H 2.6575 1.9538 1.1749  0.026
C -0.4345 3.5157 2.3618  -0.510
C 0.4511 3.8522 3.4004  -0.074
C 0.3405 5.0710 4.0590  -0.025
C -0.6436 5.9895 3.7193  0.000
C -1.5567 5.6478 2.7264  -0.021
C -1.4661 4.4234 2.0480  -0.068
S -0.1656 2.0147 1.4501  0.796
H -0.7818 0.8525 2.1302  -0.043
H 1.2394 3.1561 3.6478  0.112
H 1.0432 5.3096 4.8439  0.130
H -0.6986 6.9552 4.2092  0.137
H -2.3379 6.3529 2.4892  0.127
H -2.1811 4.1925 1.2667  0.109
C -2.1299 -4.2328 0.6962  -0.318
S -2.1931 -2.4197 0.8122  0.706
C -3.8626 -2.2656 0.1405  -0.333
H -1.1421 -4.5701 0.3774  0.011
H -2.8722 -4.5950 -0.0174  0.067
H -2.3485 -4.6257 1.6943  0.071
H -4.3959 -3.1692 0.4629  0.074
H -4.3224 -1.3739 0.5612  0.027
H -3.8633 -2.2150 -0.9524  0.033

Cartesian forces, eV/Å:
0.0 -2.3 -2.5
-0.2 -0.5 -1.1
1.1 -1.5 0.7
1.0 0.6 -0.8
0.3 0.6 -0.9
0.1 0.1 -1.4
-1.3 0.6 0.7
0.4 -0.2 0.9
-0.3 0.0 0.2
0.4 0.3 0.2
0.0 0.0 0.1
-0.1 0.4 0.1
-0.4 -0.1 -0.1
0.0 0.5 -0.3
-0.5 0.1 0.0
0.0 0.0 0.1
0.0 -0.1 0.7
0.4 -0.5 -0.2
-0.4 -0.6 0.7
0.2 -0.2 -0.2
-0.1 0.2 -0.2
-0.1 0.1 0.3
0.0 0.2 -0.2
-0.2 -0.3 0.0
0.1 0.1 0.3
0.2 0.0 -0.2
0.0 0.3 0.3
-0.3 -0.2 -0.1
-0.3 0.2 0.0
0.3 0.1 -0.1
0.1 -0.3 0.1
-0.4 0.1 0.0
0.2 -0.1 0.1
0.1 0.1 -0.2
-0.2 0.4 0.0
-0.1 -0.2 0.0
0.0 -0.1 0.3
-0.2 0.0 -0.2
0.1 0.0 -0.1
0.0 0.2 0.2
-0.3 -0.3 0.0
0.1 0.0 0.1
0.0 0.2 -0.1
0.2 -0.3 0.2
-0.1 0.3 0.1
0.3 0.0 -0.4
-0.3 0.7 0.7
0.2 -0.2 -0.3
0.3 -0.3 0.0
0.0 -0.5 -0.3
0.1 -0.5 -0.3
-0.1 0.1 -0.1
-0.2 0.8 2.0
0.2 2.1 0.7
0.1 0.1 0.2
0.1 -0.1 0.0
0.0 -0.1 0.0
-0.1 -0.1 -0.2
0.0 0.1 0.0
0.7 -0.5 0.3
-0.2 -0.1 -0.1
-0.4 0.2 0.0
-0.3 0.1 0.1
0.1 0.3 0.1
0.0 0.0 -0.3
0.0 0.5 0.0
-0.2 -0.3 -0.1
0.0 -0.1 0.4

The HOMO-LUMO gap (alpha / beta) is 7.4 / 7.4 eV. As for the spin multiplicity: 3. For the total energy, the calculation gives -3654.38122 Ha. Its charge is +3. The value obtained for the HOMO energy (alpha / beta) is -0.64594 / -0.64595 hartree. The calculation puts the LUMO energy (alpha / beta) at -10.18 / -10.17 eV.